A cluster of 2 separate species, C10H19N2 in total. Source: the OMol25 dataset; level of theory: ωB97M-V with the def2-TZVPD basis set.

## Properties
LUMO = -5.25 eV
Total charge = +1
Energy above the lowest of the compared OMol25 structures with the same formula, charge and spin = 140.6 kcal/mol
Calculated total energy = -13646.827 eV

Bonds (Å) are listed after each position.
CARTESIAN COORDINATES (ANGSTROEM)
1 C -0.413 -0.090 -0.112  C2 1.312, C7 1.455
2 C -0.231 0.993 -0.829  C1 1.312, C4 1.509, C8 1.479
3 C 3.782 0.023 -0.203  N11 1.372, N12 1.353
4 C -1.569 1.669 -1.011  C2 1.509, C5 1.603, H13 1.089, H14 1.029
5 C -2.467 1.437 0.297  C4 1.603, C6 1.540, H15 1.098, H16 1.151
6 C -2.635 -0.086 0.450  C5 1.540, C7 1.680, H17 1.100, H18 1.141
7 C -1.221 -0.944 0.745  C1 1.455, C6 1.680, C9 1.488, C10 1.584
8 C 0.820 1.411 -1.782  C2 1.479, H19 1.086, H20 1.065, H21 1.089
9 C -1.383 -2.290 0.133  C7 1.488, H22 1.169, H23 1.125, H24 1.107
10 C -0.733 -0.917 2.252  C7 1.584, H25 1.118, H26 1.089, H27 1.106
11 N 4.622 1.021 0.223  C3 1.372, H28 0.999, H29 0.981
12 N 4.104 -1.277 -0.016  C3 1.353, H30 1.027, H31 1.057
13 H -1.466 2.716 -1.290  C4 1.089
14 H -2.157 1.257 -1.747  C4 1.029
15 H -1.959 1.825 1.190  C5 1.098
16 H -3.509 1.924 0.345  C5 1.151
17 H -3.342 -0.344 1.253  C6 1.100
18 H -2.955 -0.438 -0.587  C6 1.141
19 H 0.277 0.857 -2.542  C8 1.086
20 H 1.721 0.930 -1.482  C8 1.065
21 H 0.916 2.493 -1.861  C8 1.089
22 H -2.383 -2.863 0.325  C9 1.169
23 H -0.522 -2.994 0.302  C9 1.125
24 H -1.345 -2.064 -0.950  C9 1.107
25 H 0.385 -0.906 2.283  C10 1.118
26 H -1.152 -1.775 2.775  C10 1.089
27 H -1.095 0.023 2.709  C10 1.106
28 H 4.221 1.923 0.067  N11 0.999
29 H 5.544 0.747 0.417  N11 0.981
30 H 3.587 -1.947 -0.598  N12 1.027
31 H 4.795 -1.749 0.630  N12 1.057